Entry 1:
Below is a structure of composition C4H3NaO2, with properties calculated with the ωB97M-V functional and the def2-TZVPD basis.

HOMO, Eh: -0.67481
Kohn-Sham gap, hartree: 0.263
DFT total energy, Eh: -466.238199
E_LUMO, eV: -11.2167
Energy relative to the best compared isomer or geometry (same formula, charge and spin), kJ/mol: 0.0
Total charge: +2

Last column: natural (NBO) charge in e.
Positions of all 10 atoms, in Å:
H -0.13 -1.17 -0.38  0.232
O -2.25 -1.13 -0.34  -0.474
C -1.15 -0.61 -0.05  0.499
C -0.89 0.73 0.42  -0.240
C 0.39 1.13 0.43  -0.046
C 1.63 0.83 0.17  0.690
O 2.43 0.04 -0.18  -0.500
Na 4.71 -0.45 -0.60  0.997
H -3.02 -0.82 0.17  0.560
H -1.72 1.44 0.36  0.281

Entry 2:
Below is the molecule C3H3NO2S, with properties calculated with the ωB97M-V functional and the def2-TZVPD basis.

HOMO, Eh: -0.34693
SMILES string: S=C1CON=CO1
Kohn-Sham gap, hartree: 0.333
DFT total energy, Eh: -719.440698
E_LUMO, eV: -0.3885
Energy relative to the best compared isomer or geometry (same formula, charge and spin), kJ/mol: 366.4

Last column: natural (NBO) charge in e.
Positions of all 10 atoms, in Å:
S -2.70 -0.12 -0.31  0.033
C -1.10 -0.06 -0.10  0.180
C -0.20 1.04 0.19  -0.201
O 0.93 0.98 -0.66  -0.353
N 1.67 -0.18 -0.29  -0.154
C 0.93 -1.19 -0.09  0.308
O -0.39 -1.18 -0.26  -0.473
H -0.67 2.03 0.13  0.242
H 0.19 0.88 1.23  0.202
H 1.33 -2.20 0.16  0.213